{"formula": "C3H7NO3", "method": "ωB97M-V/def2-TZVPD", "species": ["C", "C", "C", "O", "N", "O", "O", "H", "H", "H", "H", "H", "H", "H"], "coordinates": [[1.385, -0.376, -0.330], [-0.090, 0.005, -0.241], [-1.130, -1.058, 0.216], [-0.623, 0.624, -1.532], [0.020, 1.082, 0.773], [0.216, 0.845, 1.930], [0.025, 2.232, 0.364], [1.612, -0.482, 0.713], [1.972, 0.432, -0.793], [1.439, -1.317, -0.960], [-0.756, -1.783, 0.995], [-1.601, -1.256, -0.747], [-1.895, -0.527, 0.786], [-0.573, 1.580, -1.173]], "forces_ev_per_a": [[-0.90, -1.19, -1.62], [-1.07, -0.12, -2.27], [0.66, 1.41, 0.81], [1.37, 0.65, 4.00], [-0.21, 2.42, 0.51], [-0.13, -1.27, 0.69], [-0.37, 0.32, -0.71], [0.98, -0.74, 0.25], [-0.28, -0.31, 0.17], [0.31, 1.04, 1.00], [-0.17, 0.15, -1.69], [0.11, -1.37, 0.40], [-0.09, 0.23, -0.14], [-0.21, -1.24, -1.41]], "smiles": "CC(C)(O)[N+](=O)[O-]", "e_above_lowest_ev": 4.846, "e_tot_ev": -10853.522, "homo_lumo_gap_ev": 11.06, "lumo_ha": -0.0014, "e_homo_ev": -11.10}